[1]
This record from the OMol25 dataset describes a structure of composition C25H21BaBrN2O2 in a non-equilibrium geometry. The level of theory is the ωB97M-V functional and the def2-TZVPD basis.

As for the strongest force on any atom: 2.01 eV Å⁻¹. As for the charge: -2. Its HOMO energy is -0.160 eV.

Last column: Löwdin charge in e.
Cartesian coordinates (Å):
H: -0.432924 -0.924560 -6.002183  0.08
C: -1.124568 -0.928839 -5.158245  -0.19
C: -1.925533 0.080727 4.044085  -0.02
Ba: -0.311662 -1.147062 -1.800506  1.63
C: -1.909219 0.183662 -4.724014  -0.18
C: -1.375782 0.840076 3.004011  -0.13
H: 0.255647 -2.144001 1.245701  0.08
H: 1.355740 1.906396 2.939678  0.14
C: 0.639589 -0.778745 2.898791  -0.14
C: -0.090438 0.439232 2.289492  -0.32
C: -2.015705 2.004378 2.563439  -0.02
N: 0.510235 0.874012 0.012292  0.07
C: -3.198594 2.424988 3.176846  -0.08
C: 2.629367 0.301456 -5.117504  -0.23
C: -3.737555 1.685165 4.240423  -0.11
C: 1.348455 1.659659 0.863985  -0.50
O: -1.340500 -0.512670 0.431132  -0.26
H: -3.684029 3.329424 2.810677  0.10
C: 2.323562 2.383762 -4.165359  -0.23
C: 1.979040 1.564942 -5.289296  -0.23
H: 2.897596 -3.592760 4.318244  0.09
C: -2.731685 -0.243928 -3.649979  -0.27
H: 1.053284 0.294656 4.731057  0.12
C: -0.376393 0.240346 0.795048  -0.57
H: -3.503785 -0.059532 5.504309  0.09
C: -3.097715 0.521528 4.674368  -0.10
H: 1.756058 -3.867921 2.099415  0.10
N: 0.799915 1.549814 2.168387  0.12
C: 0.775078 -1.978513 2.195086  -0.01
H: 1.252007 1.802924 -6.055129  0.04
H: 3.927792 -0.468059 -3.467783  0.05
C: 3.402577 0.360124 -3.921183  -0.22
C: 2.053426 -1.640070 4.655410  -0.10
C: -2.488893 -1.633251 -3.428881  -0.42
Br: 1.727918 -3.288620 -1.527723  -0.53
O: 2.329900 2.307137 0.552182  0.06
C: 2.241933 -2.817333 3.928309  -0.10
H: 2.517997 -1.488593 5.622803  0.09
H: -1.944601 1.163399 -5.211596  0.08
C: 1.230086 -0.624784 4.159838  -0.05
H: 2.488011 -0.570975 -5.736214  0.04
C: 1.616703 -2.972181 2.695939  -0.07
H: 3.567727 1.953198 -2.355542  0.05
C: 3.204690 1.645430 -3.329085  -0.22
C: -1.464924 -2.045061 -4.355967  -0.32
H: -2.935675 -2.259637 -2.650065  0.06
H: 1.957262 3.383106 -3.975081  0.04
H: -3.462564 0.364543 -3.113917  0.07
H: -1.030099 -3.044579 -4.423276  0.07
H: -1.433864 -0.838105 4.368459  0.11
H: -1.568893 2.583982 1.749963  0.13
H: -4.655980 2.021701 4.719149  0.09

Atomic forces in eV per Å
-0.1 0.0 0.5
-0.6 0.2 0.4
-0.2 0.5 -0.1
1.0 1.1 -1.4
0.1 -0.6 0.0
-0.1 -0.3 0.2
0.4 0.1 0.4
-0.1 -0.3 -0.3
-0.5 0.2 -0.2
-0.2 -0.2 0.3
-0.3 0.0 0.4
-0.6 -0.1 1.1
0.3 -0.3 0.0
0.0 1.0 0.5
0.2 0.0 -0.2
-0.3 -0.6 -0.4
1.0 0.9 0.6
0.0 -0.2 0.2
0.3 -0.9 -0.5
0.6 -0.4 1.0
-0.1 0.1 -0.1
0.1 -0.4 -0.1
0.2 -0.4 -0.2
-0.1 -0.4 -0.6
0.0 0.2 -0.2
0.1 0.1 -0.2
0.1 0.1 0.1
1.3 1.2 -0.1
0.3 0.2 0.2
0.0 0.1 -0.1
0.1 0.0 0.0
-0.8 0.7 -0.1
-0.5 0.3 0.0
0.1 0.0 -0.8
0.2 -0.6 0.3
-1.1 -0.5 0.6
0.1 0.3 0.0
0.1 -0.2 0.0
0.2 -0.4 0.4
0.3 -0.4 -0.3
0.1 -0.1 -0.2
-0.3 -0.1 0.1
0.1 0.1 -0.1
-0.4 -0.4 -0.6
-0.7 0.2 0.1
0.0 0.2 -0.3
0.0 0.1 0.0
0.2 -0.2 -0.2
-0.1 0.3 0.0
-0.2 0.3 -0.1
-0.2 -0.2 0.3
0.2 -0.1 -0.1

***

[2]
This record from the OMol25 dataset describes the molecule C2H3N3 in a non-equilibrium geometry. The level of theory is the ωB97M-V functional and the def2-TZVPD basis.

As for the strongest force on any atom: 1.47 eV Å⁻¹. Its HOMO energy is -9.005 eV.

Last column: Löwdin charge in e.
Cartesian coordinates (Å):
N: 0.649819 -1.397944 0.040159  -0.02
N: -0.127366 1.005053 -0.222878  0.05
H: -0.574823 1.925608 -0.312710  0.06
H: 2.375019 0.002943 -0.287636  0.08
H: -2.071623 0.207323 0.068122  0.11
C: 1.474124 -0.554827 -0.140637  0.12
N: -0.728539 -1.251208 0.140712  -0.02
C: -0.993345 0.064352 -0.015709  -0.38

Atomic forces in eV per Å
-0.1 1.4 -0.1
0.0 -0.8 0.1
0.6 -0.4 0.0
0.1 -0.3 0.0
0.1 0.3 -0.1
-1.4 0.5 0.0
0.8 -0.3 0.0
-0.2 -0.3 0.1

***

[3]
This record from the OMol25 dataset describes a structure of composition InO4P in a non-equilibrium geometry. The level of theory is the ωB97M-V functional and the def2-TZVPD basis.

As for the strongest force on any atom: 6.23 eV Å⁻¹. Its HOMO energy is -9.073 eV.

Last column: Löwdin charge in e.
Cartesian coordinates (Å):
In: -3.236128 -0.636960 -1.086591  0.92
O: 0.849729 0.983571 1.727873  -0.33
O: -0.539318 -0.958137 -0.046218  -0.53
O: 0.986143 0.930884 -1.076909  -0.17
P: 0.360739 0.283032 0.279931  0.16
O: 1.578836 -0.602389 0.201915  -0.05

Atomic forces in eV per Å
1.5 -0.2 0.6
-3.7 -1.7 -4.7
-4.1 3.0 0.4
-1.2 -1.5 2.8
2.3 0.7 2.5
5.2 -0.3 -1.5

***

[4]
This record from the OMol25 dataset describes a structure of composition C17H22BeNO2Si in a non-equilibrium geometry. The level of theory is the ωB97M-V functional and the def2-TZVPD basis.

As for the strongest force on any atom: 5.74 eV Å⁻¹. As for the charge: -1. Its HOMO energy is -3.663 eV.

Last column: Löwdin charge in e.
Cartesian coordinates (Å):
Be: 0.810927 -0.092838 -0.350755  0.21
H: -0.568502 1.835113 -0.031377  0.07
C: 1.400522 2.992209 -1.011558  -0.16
H: -6.503026 -0.249574 -0.202505  0.15
C: 4.027772 -1.903485 1.785541  -0.18
C: -2.870745 -0.628475 -0.167990  -0.05
N: 2.250593 -0.144447 0.196770  -0.12
H: -4.801176 -1.910190 -0.021561  -0.01
H: 2.008891 -3.648601 -0.457327  0.03
H: 2.159151 5.081991 -0.578701  0.09
H: 4.234428 -0.338741 -1.696696  0.05
H: 0.655106 3.364311 -1.721844  0.08
H: -5.632868 -3.075605 0.909290  0.04
O: -0.494323 -0.911795 -0.566136  -0.11
Si: 3.136802 -1.534731 0.120467  0.39
H: 4.103081 -3.002153 1.911154  0.01
O: -7.773812 -1.985657 0.227979  0.00
C: 2.366041 1.163843 0.221446  -0.44
C: 2.300050 -2.740119 -1.032003  -0.16
H: -2.627117 3.066367 0.289929  0.09
H: -2.880066 -1.708829 -0.232352  0.10
H: 3.388835 -1.461427 2.567653  0.02
H: -4.887668 -0.189149 -0.431681  0.05
H: -6.050043 -2.989057 -0.896741  0.10
C: -6.786673 -1.340962 0.318816  -0.25
C: -1.521764 1.258748 0.010961  -0.02
C: -1.556326 -0.084069 -0.298322  -0.33
H: 3.073449 -3.142639 -1.708245  0.03
C: 3.281612 3.393999 0.321191  -0.14
C: 3.376468 1.986342 0.584865  -0.08
H: 5.018010 -1.427865 1.757794  0.02
H: -4.631765 1.861611 1.329259  0.09
C: 4.552694 -0.656520 -0.674082  -0.20
H: 1.472231 -2.307173 -1.651454  0.04
C: 1.387302 1.701845 -0.587611  -0.10
H: 4.874952 0.281974 -0.193171  0.02
H: 3.969360 4.126310 0.831382  0.09
C: 2.263680 3.980895 -0.431988  -0.13
H: 5.471497 -1.215481 -0.866748  0.02
H: 4.272432 1.674468 1.116829  0.09
C: -2.726051 2.005132 0.364993  -0.09
C: -3.845616 1.351280 0.757235  -0.11
C: -3.991595 0.068223 0.134464  -0.15
C: -5.706765 -2.505084 0.052846  -0.05

Atomic forces in eV per Å
-1.3 1.3 -1.5
-1.2 -0.6 -0.2
-0.7 1.9 0.4
-1.6 -1.8 2.1
-1.1 -1.2 -0.3
2.1 -1.4 -0.9
-1.8 -4.1 2.1
0.4 -1.3 -0.5
-0.5 0.6 -0.5
0.2 -1.1 0.0
0.1 -0.1 0.5
-0.1 -0.2 0.1
0.0 -1.6 1.5
-0.6 1.5 0.6
2.5 1.7 0.5
0.3 0.5 0.4
-4.9 1.8 1.2
1.5 2.7 -1.1
0.1 -1.2 0.2
0.0 0.7 0.9
-0.4 -0.2 -1.0
0.4 -0.3 0.0
0.1 -0.2 1.5
0.5 0.3 1.2
3.1 -2.3 -4.2
-0.3 2.2 -0.5
-0.6 -0.8 1.5
-0.2 0.3 0.0
0.1 1.3 0.9
1.6 2.4 1.3
-0.4 -0.2 0.0
-0.1 -0.1 -0.9
1.6 0.0 -2.4
0.6 -0.5 0.8
-2.1 -0.5 -1.6
-0.4 -0.6 0.1
-0.3 -1.1 -0.5
0.6 -1.5 -0.1
0.2 -0.3 0.1
-0.2 -0.1 0.2
2.9 -1.4 0.3
-1.5 0.1 -1.6
0.0 1.4 0.7
1.3 3.9 -1.0

***

Copy entry 2 word for word.
This record from the OMol25 dataset describes the molecule C2H3N3 in a non-equilibrium geometry. The level of theory is the ωB97M-V functional and the def2-TZVPD basis.

As for the strongest force on any atom: 1.47 eV Å⁻¹. Its HOMO energy is -9.005 eV.

Last column: Löwdin charge in e.
Cartesian coordinates (Å):
N: 0.649819 -1.397944 0.040159  -0.02
N: -0.127366 1.005053 -0.222878  0.05
H: -0.574823 1.925608 -0.312710  0.06
H: 2.375019 0.002943 -0.287636  0.08
H: -2.071623 0.207323 0.068122  0.11
C: 1.474124 -0.554827 -0.140637  0.12
N: -0.728539 -1.251208 0.140712  -0.02
C: -0.993345 0.064352 -0.015709  -0.38

Atomic forces in eV per Å
-0.1 1.4 -0.1
0.0 -0.8 0.1
0.6 -0.4 0.0
0.1 -0.3 0.0
0.1 0.3 -0.1
-1.4 0.5 0.0
0.8 -0.3 0.0
-0.2 -0.3 0.1